Record 1
Formula: C32H55Cl16IN2OP
Source: the OMol25 dataset
Level of theory: ωB97M-V/def2-TZVPD

```
108
Properties=species:S:1:pos:R:3:forces:R:3:mulliken_charge:R:1
C 2.92534 0.20374 3.93501 0.6 0.1 -0.4 -0.6095
C 3.26069 0.10232 2.39175 -1.0 -0.2 -0.1 0.5263
C 2.56064 1.23548 1.54345 0.9 0.4 0.0 2.5784
C 3.59014 2.17156 0.76978 -0.8 -0.9 -0.5 -0.0369
C 3.25938 2.05357 -0.78502 1.3 0.9 0.9 -0.9251
C 4.07725 0.85451 -1.40071 0.2 0.5 -0.6 -0.4476
C 3.27712 -0.03057 -2.41341 0.0 0.6 0.4 -0.9929
C 2.00598 -0.71037 -1.79254 0.6 -1.1 -1.3 1.0357
C 2.33840 -1.98479 -0.93573 0.2 1.1 1.7 -0.5763
C 1.18046 -2.35280 0.08799 0.1 -0.2 -1.5 -0.0889
C -0.10185 -2.94729 -0.65479 1.8 -0.8 0.2 -0.4551
C -1.42045 -2.92025 0.16778 1.7 -0.5 0.5 -1.4207
P -2.86452 -1.68242 -0.16823 -1.1 -0.8 1.3 0.7376
C -4.45638 -0.58936 -0.12023 -1.3 1.1 0.1 -1.9484
C -4.59722 0.70309 -0.97545 -1.7 1.3 0.1 0.3998
C -4.98473 2.01720 -0.12929 0.9 0.4 -1.4 -0.7467
C -3.93685 3.19890 -0.41601 -0.3 -0.8 1.2 -0.6943
N -3.74011 3.91263 0.87520 -0.2 0.8 -0.3 0.3356
C -4.73309 4.62845 1.52899 1.1 0.8 2.2 -0.3785
C -4.17732 5.13312 2.75786 0.8 -1.2 -1.5 -0.9180
C -2.76580 4.69707 2.80137 -3.6 -0.1 -2.1 -0.0792
C -2.57416 3.96015 1.58483 0.3 1.0 2.2 -0.3585
C -1.68440 -0.15841 0.09315 0.6 1.1 1.0 1.8008
C -1.44226 0.18070 1.61054 1.0 -0.3 -1.8 -1.0183
O -0.33294 0.24038 2.04078 0.0 -0.1 0.3 -0.2174
I -2.94434 0.65090 3.09699 -0.4 0.0 0.0 -0.1184
N -3.99169 -3.12687 -0.22665 -0.4 1.1 0.0 -0.1771
C -4.49303 -3.59248 1.03861 -0.9 -2.7 -1.0 -0.3750
C -5.80616 -4.46632 0.75080 -0.1 1.4 1.0 -1.2362
C -2.70570 -1.70960 -2.07886 0.0 -1.2 -1.4 -0.3152
C -1.78011 -0.66685 -2.78636 0.4 -0.5 -1.4 -1.5863
C -4.05423 -1.92535 -2.92172 -0.1 0.9 -1.1 -0.5834
C -4.35475 -0.79394 -3.99690 -0.9 -0.7 -0.2 -1.2498
H 3.89098 0.21051 4.49939 -0.9 -0.1 -0.2 -0.0166
H 2.39956 1.16267 4.16705 0.3 -0.9 -0.2 0.0477
H 2.29487 -0.65601 4.25830 0.5 0.7 -0.1 0.3113
H 4.36392 0.07280 2.20923 -1.0 0.2 0.2 -0.4561
H 2.86242 -0.87489 2.00251 0.4 0.8 0.4 -0.0424
H 1.90134 0.75989 0.77644 0.4 0.5 0.8 -1.6587
H 1.94402 1.89582 2.20277 0.3 -0.8 -0.6 -0.0598
H 4.61820 1.77760 0.97002 -0.7 0.5 -0.4 0.0176
H 3.57082 3.23470 1.12584 0.0 -1.2 -0.5 -0.2178
H 2.15896 1.98658 -0.94212 0.8 0.0 0.1 0.3596
H 3.59328 3.03706 -1.22173 -0.3 -1.0 -0.1 0.4906
H 4.92371 1.31661 -1.98322 -0.6 -0.5 0.5 0.1725
H 4.58529 0.26876 -0.58760 -0.7 0.3 -0.7 0.2514
H 2.95911 0.65023 -3.24915 0.1 -0.6 0.8 0.0265
H 3.99645 -0.75225 -2.87244 -0.7 0.2 0.4 0.4116
H 1.40241 -1.07917 -2.66739 0.2 0.6 0.8 0.5609
H 1.43168 0.06901 -1.23617 0.3 -0.9 -0.3 -0.8624
H 2.69189 -2.85720 -1.53314 -0.5 0.7 0.1 0.5035
H 3.20403 -1.68665 -0.27039 -0.5 -0.4 -0.7 -0.0338
H 0.96295 -1.40271 0.62901 0.0 -0.9 0.0 -0.3422
H 1.57183 -3.15234 0.76008 -0.3 0.8 -0.1 0.4921
H -0.07342 -2.52962 -1.68642 -0.7 -0.1 0.7 0.2561
H 0.19554 -4.03055 -0.80544 -0.3 0.9 -0.1 0.3304
H -1.07491 -2.75685 1.23606 -0.5 0.1 -0.9 0.4143
H -1.80746 -3.97565 0.21778 0.1 1.0 -0.3 0.4599
H -3.00477 -1.68445 1.28990 0.0 -0.2 -0.1 0.4118
H -4.68780 -0.28538 0.94278 0.7 -0.3 -0.9 0.7632
H -5.35258 -1.23047 -0.34151 1.0 0.4 -0.1 0.6607
H -3.75725 1.03783 -1.62276 -0.2 -0.8 0.5 -0.3910
H -5.47597 0.58132 -1.67192 1.0 -0.1 0.4 0.4106
H -5.97043 2.41679 -0.48758 0.6 -0.5 0.7 0.2244
H -4.98072 1.84385 0.96702 -0.1 0.0 -0.8 0.4135
H -2.93131 2.80311 -0.70104 -0.9 0.3 0.1 0.3272
H -4.29821 3.90385 -1.19736 0.3 -0.4 0.5 0.2101
H -5.76557 4.78387 1.16620 1.0 -0.4 0.0 0.3388
H -4.69932 5.73622 3.52561 0.4 -0.5 -0.8 0.3326
H -2.03807 4.89173 3.61112 -3.0 0.3 -0.8 0.3798
H -1.60991 3.47988 1.34244 -1.1 0.1 -0.5 0.3305
H -0.63750 -0.32771 -0.26876 -0.9 0.0 0.3 -1.3870
H -2.00184 0.79681 -0.38197 -0.1 -0.6 0.3 0.2597
H -3.73349 -3.82370 -0.91306 0.0 -0.4 0.5 0.3792
H -4.82937 -2.80317 1.74293 0.8 -0.3 -0.6 0.1846
H -3.77203 -4.33095 1.51477 -0.5 1.0 0.2 0.2940
H -6.55899 -3.72928 0.35734 0.6 -0.9 -0.1 0.2389
H -6.23438 -4.80691 1.73555 0.4 -0.2 -0.9 0.4074
H -5.61746 -5.30275 0.04440 -0.2 0.6 0.5 0.2925
H -2.21069 -2.70332 -2.30530 -0.1 1.0 0.6 0.8378
H -2.14925 0.37539 -2.88760 0.1 -0.7 0.4 0.1560
H -1.67354 -1.03228 -3.85446 -0.1 0.5 0.9 0.4641
H -0.72426 -0.61919 -2.43836 -0.9 -0.1 0.2 -0.1289
H -3.99872 -2.85667 -3.55840 0.2 0.7 0.8 0.2717
H -4.97637 -2.05842 -2.32692 0.8 0.2 0.1 0.2468
H -5.45474 -0.86279 -4.22732 0.9 0.2 0.1 0.3847
H -4.16159 0.24388 -3.66409 0.0 -0.7 -0.2 0.2397
H -3.83842 -1.00841 -4.96819 -0.2 0.4 0.9 0.3596
C 7.09702 -0.39711 3.74999 -0.1 0.0 0.0 0.3332
Cl 6.48825 -0.42802 5.41366 0.1 0.0 -0.1 -0.1163
Cl 6.67378 1.14744 2.98981 0.2 -0.1 0.2 -0.0683
Cl 8.86124 -0.58332 3.76524 -0.1 0.0 0.0 -0.1257
Cl 6.37055 -1.72253 2.82906 0.2 0.1 0.2 -0.0349
C 7.86771 -4.38851 -0.15072 0.0 0.1 0.0 0.2959
Cl 9.03378 -3.31905 0.64761 -0.1 -0.1 -0.1 -0.0847
Cl 6.22414 -3.82288 0.18225 0.1 -0.1 -0.1 -0.0136
Cl 8.15415 -4.37413 -1.89938 0.0 0.0 0.1 -0.1068
Cl 8.06164 -6.03883 0.46590 0.0 0.1 -0.1 -0.1051
C 1.22644 4.80087 3.82572 0.2 -0.4 -0.2 0.4017
Cl 1.74446 3.78723 5.18351 0.1 0.1 0.0 -0.1389
Cl 1.32460 6.51014 4.29501 0.0 -0.1 0.0 -0.1567
Cl 2.28348 4.50733 2.43236 -0.2 0.4 0.4 -0.2479
Cl -0.44221 4.40142 3.39294 4.2 -0.2 0.7 0.0054
C 4.61453 1.90255 -5.76329 -0.1 -0.1 0.0 0.3930
Cl 5.13298 2.24642 -7.42427 0.0 0.0 0.1 -0.1201
Cl 5.86932 2.43684 -4.63192 -0.1 0.0 -0.1 -0.1141
Cl 3.10729 2.76874 -5.42455 0.1 -0.1 0.0 -0.1126
Cl 4.35059 0.16233 -5.57465 0.1 0.2 -0.2 -0.0732
```
Positions in Å, forces in eV/Å.

Calculated values
highest occupied orbital energy = -4.16 eV
largest force on an atom = 4.31 eV Å⁻¹
LUMO level = 1.43 eV
energy = -256845.2173 eV
charge = -1


Record 2
Formula: C32H55IN3O6P2S
Source: the OMol25 dataset
Level of theory: ωB97M-V/def2-TZVPD

```
100
Properties=species:S:1:pos:R:3:forces:R:3:mulliken_charge:R:1
C 10.53515 -0.14963 1.10269 -2.1 0.6 -2.2 -0.4329
C 9.46380 0.30449 0.16352 1.3 -0.6 1.5 -0.4073
C 8.25763 -0.68176 -0.40838 1.8 -4.8 1.6 0.6683
O 8.33754 -1.97735 -0.05662 -1.2 7.8 -2.6 -0.5282
O 7.16977 -0.08011 -1.21256 3.2 -1.9 1.3 -0.3442
C 6.77017 -0.95648 -2.32419 0.0 -1.3 -0.9 -0.5185
C 5.39653 -1.76376 -1.93613 0.5 0.0 -0.6 -0.5466
C 4.02270 -0.81551 -2.01646 1.6 -1.5 -0.5 0.1273
C 2.80918 -1.82440 -2.45777 -0.9 0.9 -1.1 -1.1314
C 1.30394 -1.33338 -1.91743 0.4 -1.9 -1.5 -0.3681
C 1.16426 -1.59781 -0.34332 1.0 -0.4 0.4 -0.4133
C 0.30331 -0.46597 0.56115 -0.4 -3.0 -2.4 1.7857
C 1.00986 0.90264 0.11046 0.5 1.5 -1.3 -0.5851
C 1.04430 2.24290 0.96742 0.9 4.9 3.3 -0.0033
C 2.44085 2.65336 1.79478 -2.5 1.7 0.0 -0.3564
C 2.63169 4.02344 2.67323 -3.3 -0.6 -1.4 -0.5367
C 1.42284 5.12553 2.81264 -0.6 -4.1 -2.8 -0.4218
C 0.03077 4.80114 1.98306 3.3 -2.7 0.0 -0.4909
C -0.13644 3.42053 1.09711 2.8 0.5 1.6 -0.0554
C -1.25172 -0.68911 -0.01989 -0.2 1.5 -0.8 0.0816
C -2.17015 0.70901 0.10501 -1.2 -1.7 -0.5 -0.6912
N -2.10011 1.52969 -1.19253 -1.2 -0.2 1.7 -0.2701
C -3.30586 2.45754 -1.10873 -0.2 0.9 -1.1 -0.7171
C -2.00244 -2.01823 0.55891 -1.9 1.3 -0.6 -1.1445
C -1.28340 -2.91257 1.68267 -3.4 -2.3 0.8 -0.1692
C -1.19419 -4.55164 1.35798 1.5 0.0 -0.6 -1.0838
I -2.93658 -5.54459 2.34303 1.1 0.6 -0.2 0.0549
C -1.10174 -4.97109 -0.20438 -1.5 -1.6 -0.5 0.2585
C -2.59919 -5.40291 -0.81442 0.9 0.5 -1.6 -1.2326
N 0.03441 -2.49368 2.26764 0.7 1.0 -0.6 -0.3485
P 0.01157 -2.91432 4.04055 2.3 -6.1 4.4 0.6548
O 0.41151 -4.45682 4.29757 -1.5 5.4 -2.0 -0.7051
C 0.40398 -1.00420 2.07200 2.6 2.7 -1.8 0.6304
C 1.96532 -0.77934 2.64339 1.6 -2.1 0.6 -0.1580
C 3.03208 -1.79941 2.70607 -1.7 1.8 0.0 -0.9501
P -0.60590 -0.21512 3.48575 -1.7 2.4 1.5 -0.0242
N -2.39724 -0.19969 3.15669 2.0 0.5 0.5 -0.4793
O -0.27954 1.52383 3.67456 0.3 -3.2 0.0 -0.4450
H 11.04743 -1.21685 1.02805 -2.0 2.1 0.6 0.2355
H 10.97156 0.57006 1.94509 -0.7 -1.3 -2.7 0.2360
H 9.46305 1.43034 -0.20233 -0.6 -2.4 1.4 0.2729
H 7.66697 -1.70684 -2.56409 -2.1 1.5 0.7 0.3337
H 6.66363 -0.28390 -3.29977 0.0 -1.2 2.3 0.3138
H 5.32668 -2.68768 -2.68890 0.0 2.1 1.5 0.3689
H 5.51992 -2.21025 -0.86173 -0.1 0.8 -2.0 0.1580
H 4.25668 -0.02421 -2.87504 -0.9 -1.5 2.1 0.4196
H 3.91609 -0.33729 -0.95436 -0.1 -0.7 -2.2 -0.1749
H 2.73038 -1.74901 -3.64665 0.3 -0.3 2.5 0.3721
H 3.01194 -2.96527 -2.23445 -0.3 2.4 -0.1 0.3566
H 1.12935 -0.28582 -2.36319 0.2 -1.5 1.2 0.3019
H 0.54770 -2.06925 -2.47849 1.4 1.7 1.2 0.3193
H 2.28603 -1.69987 0.05625 -2.4 0.5 -0.6 -0.2872
H 0.71437 -2.68582 -0.23337 0.7 2.2 -0.2 -0.3401
H 0.50409 1.20699 -0.93212 0.9 -0.7 2.4 0.4320
H 2.14596 0.68149 -0.19494 -2.5 0.4 1.0 -0.3794
H 3.34776 1.88000 1.72666 -2.1 2.0 0.2 0.2461
H 3.65520 4.20420 3.25084 -2.5 -0.5 -1.5 0.2884
H 1.53047 6.09363 3.46685 -0.2 -2.2 -1.5 0.3161
H -0.85319 5.57031 2.03655 1.9 -1.8 -0.2 0.3054
H -1.14928 3.27650 0.53225 2.2 0.3 1.1 0.2181
H -1.25813 -0.81354 -1.21073 0.7 0.1 2.7 0.6904
H -3.31881 0.39163 0.18653 2.3 0.3 0.2 0.5262
H -1.94212 1.32278 1.06771 -0.1 -0.8 -2.0 -0.1097
H -2.29499 0.92118 -2.02990 0.3 0.5 1.4 0.3072
H -3.29409 3.10456 -2.10745 -0.1 -1.3 2.5 0.2806
H -3.26685 3.16364 -0.16313 0.1 -1.4 -1.9 0.1939
H -4.31118 1.85452 -1.10413 2.0 1.2 0.3 0.2979
H -2.43539 -2.60847 -0.38808 1.5 0.8 2.3 -0.0568
H -3.01921 -1.59138 1.03046 2.5 -1.1 -0.7 0.2848
H -2.02071 -2.91186 2.62897 1.5 0.3 -2.3 0.8914
H -0.25721 -5.06291 1.88217 -2.1 1.4 -0.7 0.5221
H -0.45621 -5.97393 -0.26134 -1.2 2.5 0.0 0.3870
H -0.70349 -4.16148 -0.94719 -0.4 -1.4 1.8 -0.0391
H -2.48906 -5.35657 -2.00242 -0.3 -0.1 2.5 0.3438
H -2.89414 -6.50666 -0.56640 0.4 2.4 -0.2 0.3730
H -3.40102 -4.59731 -0.53919 1.4 -1.8 -0.3 0.3255
H 0.76270 -3.14614 1.89045 -0.2 0.9 0.2 0.8847
H -1.27459 -2.75077 4.65806 0.5 0.3 -1.0 0.1368
H 0.99119 -2.18157 4.81509 -0.9 -0.1 -1.1 0.1847
H 2.18874 0.25759 3.13618 -1.0 -2.3 -0.1 0.1957
H 3.44908 -2.40202 1.78427 -1.8 0.4 2.1 0.2018
H 3.55520 -2.00051 3.74562 -0.2 1.4 -2.5 0.2978
H -2.75643 0.78036 3.12336 0.3 -1.2 0.1 0.2200
H -2.90129 -0.78836 3.86112 0.8 1.1 -0.7 0.2957
H 0.47425 1.66324 4.31956 -1.1 -0.3 -1.0 0.3378
C -7.61405 4.95985 -2.88627 0.0 0.3 -0.1 -0.6232
C -8.37888 3.89863 -3.67584 -0.4 0.1 0.0 -0.6200
C -7.36259 2.86524 -4.15890 -0.5 -0.2 -0.5 -0.6903
S -6.02686 2.88569 -2.97270 -0.3 0.1 -0.1 1.3140
O -4.83349 3.37394 -3.63120 -0.3 -0.4 0.1 -0.6942
O -6.04394 1.65100 -2.21396 0.1 0.1 -0.4 -0.7640
C -6.68576 4.19281 -1.95639 -0.1 0.4 0.4 -0.6781
H -8.28875 5.61616 -2.32890 0.1 -0.1 -0.1 0.3550
H -7.02771 5.58110 -3.57381 -0.1 -0.1 0.1 0.3111
H -9.11341 3.41520 -3.02032 0.1 0.1 -0.1 0.2997
H -8.92692 4.33615 -4.51616 0.1 -0.1 0.1 0.3257
H -7.79653 1.86298 -4.20003 0.3 0.1 0.0 0.3386
H -6.95216 3.13399 -5.13614 0.1 -0.1 0.2 0.3553
H -5.87307 4.80417 -1.56046 0.0 -0.2 -0.1 0.3869
H -7.24361 3.73039 -1.13662 0.1 0.0 -0.1 0.3948
```
Positions in Å, forces in eV/Å.

Calculated values
highest occupied orbital energy = -10.52 eV
largest force on an atom = 8.32 eV Å⁻¹
LUMO level = -3.61 eV
energy = -88314.8644 eV
charge = +1


Number 1 is which compound?
C32H55Cl16IN2OP


Among the records above, which one has the lowest energy?
C32H55Cl16IN2OP


largest force on an atom of number 1 (C32H55Cl16IN2OP)?
4.31 eV Å⁻¹